(1)
16
Properties=species:S:1:pos:R:3:forces:R:3:nbo_charge:R:1 method="wB97M-V/def2-TZVPD" smiles=SS.O.O.O.O total_energy_ev=-30022.13231 homo_energy_ha=-0.3219 fmax_ev_per_a=1.09 de_lowest_kcal_mol=23.4
S 1.2816 -0.9187 1.7004 0.4 -0.7 -0.1 -0.1512
S 0.7245 0.8290 2.5980 0.4 0.2 0.3 -0.1156
H 2.0728 -0.4845 0.6986 -0.3 0.3 0.1 0.1271
H -0.5728 0.6391 2.4180 -0.4 0.2 -0.3 0.1396
H 1.8315 -3.8356 -1.6488 0.1 0.2 -0.3 0.4644
H 0.5520 -4.5557 -1.5017 -0.5 -0.2 0.0 0.4645
O 1.0435 -4.0607 -2.1580 0.4 0.0 0.3 -0.9290
H -1.4149 -2.9885 -3.9395 0.8 0.0 0.1 0.4651
H -2.5832 -2.2268 -3.5691 0.1 0.6 0.4 0.4567
O -1.6238 -2.1949 -3.4342 -0.9 -0.5 -0.4 -0.9219
H -1.6257 4.4960 -1.0862 -0.1 0.0 0.4 0.4688
H -0.3429 4.7278 -1.8555 0.2 0.0 0.0 0.4710
O -1.2371 4.4011 -1.9535 -0.2 -0.1 -0.4 -0.9400
H -1.4667 1.7416 -0.6009 0.8 -0.3 -0.3 0.4751
H -2.4142 2.3075 0.2907 -0.3 0.3 0.7 0.4581
O -1.4985 2.0191 0.3187 -0.6 0.1 -0.4 -0.9329



(2)
119
Properties=species:S:1:pos:R:3:forces:R:3:lowdin_charge:R:1 method="wB97M-V/def2-TZVPD" total_energy_ev=-344077.50490 homo_energy_ha=-0.0636 charge=-2 fmax_ev_per_a=3.09 de_lowest_kcal_mol=40.2
Be -1.9476 -16.2821 21.3614 -0.8 0.1 -0.4 -0.1285
Cl -2.4163 -16.3306 24.2871 0.0 -0.1 0.0 0.7187
C -0.9115 -15.7143 23.7210 1.9 1.5 -0.2 -0.6945
C -0.6857 -15.5891 22.3381 0.4 -1.1 0.1 -0.2758
C 0.5197 -15.0655 21.8597 -0.3 0.4 2.4 -0.7216
Cl 0.7739 -15.0187 20.1770 0.2 0.1 -0.7 0.7027
C 1.4788 -14.5066 22.7594 -0.9 -0.4 0.1 -0.7118
Cl 2.7761 -13.5698 22.1393 0.4 0.0 0.0 0.6550
C 1.3008 -14.6284 24.1524 -2.4 -1.1 -0.8 -0.7250
Cl 2.4635 -14.0995 25.2808 0.3 0.3 0.1 0.6571
C 0.0568 -15.2195 24.6243 0.8 0.3 -1.1 -0.7021
Cl -0.2606 -15.2170 26.3105 0.1 -0.2 0.4 0.6560
C -2.5959 -12.0069 12.9566 0.7 0.2 -0.5 -0.0642
C -2.4940 -11.2522 14.2615 0.6 -0.8 -0.3 -0.2556
C -3.3701 -10.1869 14.4677 1.1 -0.6 0.2 -0.0350
C -3.4347 -9.5726 15.6923 0.6 -0.6 1.2 -0.1943
C -4.5088 -8.5488 15.9129 0.0 0.3 0.4 -0.0397
C -2.4906 -9.9727 16.7014 0.0 -0.3 -0.2 -0.1005
C -1.4352 -10.8834 16.3834 0.0 -0.1 0.0 -0.2284
C -0.1402 -11.0474 17.1959 -0.2 -1.0 0.2 -0.0477
C -1.5035 -11.6234 15.2035 -2.0 2.1 -0.5 -0.0058
C -2.6296 -9.5261 18.1284 0.0 0.0 0.3 -0.2143
C -2.6362 -8.1580 18.4202 0.4 -0.7 0.0 -0.0644
C -2.7307 -7.7113 19.7288 0.1 0.7 0.6 -0.0946
C -2.9045 -8.6179 20.7699 0.5 -1.5 -0.3 -0.0433
C -2.8643 -10.0068 20.4879 -0.6 0.4 -0.5 -0.2524
C -2.7460 -10.4877 19.1723 -1.0 0.7 0.1 -0.2677
Ge -3.2488 -12.5135 18.8189 1.1 0.2 -0.9 0.6079
S -3.0574 -14.7647 20.6393 -0.3 -0.4 0.4 0.1122
S -3.9998 -15.0646 16.5516 -0.8 0.2 0.9 -0.0267
Ge -5.4358 -14.6223 18.1197 0.6 0.0 0.8 -0.0304
S -4.9911 -15.4883 20.3056 0.1 0.0 -0.8 0.1168
S -5.4982 -12.4126 18.8783 0.1 -0.2 -0.4 0.1262
C -7.2826 -15.2408 17.6643 -0.5 0.7 -0.4 -0.2208
C -7.9535 -14.6286 16.5953 -0.3 -1.1 0.0 -0.2257
C -8.8912 -15.3557 15.8124 0.1 0.4 0.5 -0.0494
C -9.2517 -16.6455 16.1448 0.8 -0.1 0.4 -0.0734
C -8.6340 -17.2210 17.2595 -1.2 -0.5 0.2 -0.0471
C -7.7866 -16.4756 18.0591 0.2 -0.9 1.4 -0.2197
C -7.5379 -17.0444 19.4398 1.3 -1.4 1.0 -0.1764
C -6.7900 -18.2515 19.6128 0.0 0.0 -0.9 -0.2260
C -6.1003 -18.8346 18.3718 -1.5 0.8 -0.1 -0.0261
C -6.5916 -18.8647 20.8561 -0.9 0.4 -0.2 -0.0303
C -7.0812 -18.2689 22.0334 0.5 0.6 -0.9 -0.2814
C -6.7071 -18.8378 23.3702 -0.7 0.9 0.5 -0.0577
C -7.7314 -17.0438 21.8957 0.1 -0.3 -0.2 -0.0408
C -7.9847 -16.4698 20.6352 -0.6 1.1 0.4 -0.2550
C -8.7805 -15.1626 20.6170 -0.6 -1.2 -1.7 -0.0360
C -7.6614 -13.2680 16.1412 -0.3 0.9 -0.8 -0.1414
C -8.2637 -12.0888 16.7164 0.3 -1.6 -0.5 -0.1955
C -9.0709 -12.1859 18.0174 0.3 0.3 -1.2 -0.0386
C -8.2311 -10.9276 15.9526 0.7 -0.7 -0.4 -0.0159
C -7.5782 -10.9283 14.6888 0.0 0.4 1.2 -0.2836
C -7.6829 -9.7005 13.8499 -0.5 1.1 -0.8 -0.0923
C -6.8521 -12.0344 14.2608 -1.1 0.9 -0.5 -0.0132
C -6.9940 -13.2452 14.9021 0.1 1.0 1.0 -0.2274
C -6.4854 -14.4354 14.2001 -0.4 -1.9 0.8 -0.0758
C -3.0727 -10.9646 21.6305 -0.6 1.1 0.5 -0.1505
C -1.9371 -11.5398 22.2369 0.1 -0.2 -0.2 -0.2175
C -0.5492 -11.3708 21.6383 0.4 1.2 -0.1 -0.0354
C -2.0680 -12.2535 23.4239 0.3 -0.2 -0.3 -0.0154
C -3.3246 -12.4461 23.9951 0.6 0.3 0.3 -0.2726
C -3.4053 -13.1255 25.3290 -0.5 -1.1 0.0 -0.0766
C -4.4346 -11.8610 23.4120 -0.1 0.4 -0.9 -0.0048
C -4.3533 -11.0470 22.2471 1.0 -1.6 1.1 -0.1970
C -5.6273 -10.3843 21.8089 0.2 0.8 -0.3 -0.0737
H -2.1518 -11.3994 12.1229 -0.5 -0.4 0.5 0.0814
H -3.6466 -12.2506 12.7088 0.6 0.0 0.1 0.0681
H -1.9633 -12.9088 13.0228 -0.6 0.1 -0.1 0.0742
H -3.9430 -9.8020 13.6478 -0.6 -0.2 -0.3 0.1052
H -5.1945 -8.4382 15.0748 0.3 -0.1 -0.3 0.0596
H -4.0413 -7.5941 16.1239 -0.1 0.4 -0.1 0.0604
H -5.1522 -8.7461 16.7616 0.1 -0.4 0.4 0.0867
H 0.1131 -12.1385 17.4420 -0.6 1.4 -0.4 0.0994
H -0.2333 -10.5085 18.1406 0.3 0.0 -0.1 0.0566
H 0.7165 -10.6615 16.5932 -0.6 -0.1 0.5 0.0801
H -0.7866 -12.3800 15.0007 0.4 -0.6 -0.2 0.1057
H -2.5005 -7.4818 17.5899 0.1 0.3 0.1 0.0973
H -2.5750 -6.6432 19.9446 -0.4 -0.4 -0.1 0.0950
H -3.0164 -8.4068 21.8304 0.1 0.7 -0.2 0.1134
H -9.2834 -14.9250 14.8917 -0.1 0.3 0.4 0.1154
H -10.0038 -17.1656 15.5728 0.1 -0.2 -0.2 0.0900
H -8.8589 -18.2530 17.6051 -0.2 0.9 -0.3 0.1217
H -5.5198 -17.9939 17.9359 0.1 -0.8 0.1 0.0826
H -6.8894 -19.1031 17.5987 1.1 0.0 0.8 0.0793
H -5.5016 -19.6863 18.6738 0.2 0.0 -0.3 0.0433
H -6.1051 -19.8430 20.8791 0.1 0.5 0.1 0.0639
H -6.3254 -19.8208 23.1842 0.5 -0.6 0.4 0.0555
H -7.5912 -18.8980 24.0429 0.5 -0.1 -0.4 0.0771
H -5.9703 -18.1745 23.8833 -0.3 -0.7 -0.4 0.0912
H -8.0062 -16.5051 22.8116 -0.1 -0.1 -0.5 0.1150
H -9.1693 -14.9004 21.5736 0.0 0.2 0.9 0.0528
H -9.6778 -15.3401 19.9573 0.7 0.4 0.4 0.0974
H -8.2117 -14.3488 20.1784 0.1 0.2 0.1 0.0554
H -9.6963 -13.0801 18.0240 0.1 0.0 0.1 0.0785
H -9.6800 -11.2966 18.0985 -0.5 0.2 -0.1 0.0618
H -8.4533 -12.1601 18.8900 0.7 -0.3 0.5 0.0322
H -8.6941 -10.0299 16.3643 0.0 -0.1 -0.4 0.1068
H -7.9232 -8.8108 14.4993 0.5 -0.7 -0.7 0.0787
H -8.5454 -9.7611 13.1011 1.1 -0.1 0.8 0.0892
H -6.7373 -9.5484 13.2699 -0.8 0.2 0.4 0.0704
H -6.3554 -12.0214 13.2906 0.0 0.2 0.1 0.1108
H -5.8326 -14.1747 13.3981 0.3 0.2 -0.7 0.0633
H -7.3383 -15.0444 13.8604 0.2 0.3 -0.4 0.0790
H -5.9413 -15.1477 14.8439 0.0 0.5 0.0 0.0102
H -0.2971 -12.1357 20.8708 -0.1 0.4 0.6 0.0758
H 0.2095 -11.3172 22.4482 -0.4 -0.6 -0.4 0.0765
H -0.4340 -10.3614 21.1596 -0.3 -0.9 0.1 0.0840
H -1.1577 -12.6864 23.8937 -0.7 0.3 -0.3 0.1203
H -2.4686 -13.5880 25.6119 0.4 0.1 -0.1 0.0154
H -4.1116 -13.9842 25.3175 0.1 0.7 0.0 0.0767
H -3.6628 -12.4330 26.1269 -0.3 0.1 0.1 0.0733
H -5.4162 -12.0427 23.8512 0.1 0.2 0.0 0.1189
H -5.9606 -9.6709 22.5944 0.2 -0.3 -0.4 0.0845
H -6.4384 -11.1020 21.6623 0.2 -0.1 -0.1 0.0652
H -5.4695 -9.8287 20.8725 -0.2 -0.2 0.3 0.0680
Se -3.2106 -20.6963 20.8600 0.3 0.3 0.2 0.4714
C -2.6699 -19.0145 21.1359 0.7 2.9 0.3 -0.8168
N -2.3287 -17.8787 21.2957 -0.8 -2.9 -0.5 0.0469



(3)
58
Properties=species:S:1:pos:R:3:forces:R:3:nbo_charge:R:1 method="wB97M-V/def2-TZVPD" total_energy_ev=-137719.97388 homo_energy_ha="-0.3856 / -0.4121" multiplicity=3 charge=+1 fmax_ev_per_a=1.78 de_lowest_kcal_mol=0.0
W -0.0336 0.8471 -0.8338 -0.4 -0.2 -1.7 1.4739
C 0.1077 -1.2171 -3.4522 0.0 0.0 0.1 -0.2484
O -0.3214 -1.0086 -2.0734 0.2 0.1 0.0 -0.5430
C -0.6046 -2.1621 -1.3532 0.0 0.1 -0.3 0.2656
C -0.9636 -3.3575 -1.9407 0.0 -0.1 -0.1 -0.2598
C -1.2336 -4.4399 -1.1154 0.0 0.0 0.0 -0.1684
C -1.1392 -4.3164 0.2640 0.0 0.0 0.0 -0.1996
C -0.7709 -3.1089 0.8349 0.0 -0.1 0.2 -0.2049
C -0.4990 -2.0284 0.0157 0.1 0.3 0.1 0.1291
N -0.0948 -0.7338 0.4735 0.1 -0.3 0.6 -0.3604
N 0.0889 -0.6648 1.7483 -0.1 -0.1 0.0 -0.1146
C 0.4186 0.4287 2.4467 0.1 0.0 0.2 -0.0213
C 0.4970 1.7489 1.9262 0.0 -0.4 -0.1 0.3853
O 0.1945 1.9731 0.6703 0.2 0.4 0.7 -0.6758
C 0.9095 2.8218 2.7251 -0.1 0.3 0.1 -0.2818
C 1.2179 2.6041 4.0313 0.0 0.0 0.2 -0.0445
C 1.1264 1.3170 4.6391 0.0 0.1 -0.1 -0.1350
C 1.4343 1.1471 6.0027 0.0 0.1 0.0 -0.1440
C 1.3396 -0.0866 6.5858 0.0 -0.1 0.0 -0.2075
C 0.9324 -1.1859 5.8138 0.0 0.0 0.0 -0.1641
C 0.6312 -1.0427 4.4795 0.0 0.0 -0.1 -0.2088
C 0.7195 0.2151 3.8643 0.0 0.0 -0.2 0.0759
H 0.8725 -1.9879 -3.4575 0.0 0.0 0.0 0.2160
H 0.5029 -0.2779 -3.8056 0.1 0.1 0.0 0.2319
H -0.7533 -1.5026 -4.0478 -0.1 0.0 0.0 0.2058
H -1.0373 -3.4594 -3.0139 0.0 0.0 0.0 0.2392
H -1.5207 -5.3832 -1.5604 0.0 0.0 0.0 0.2350
H -1.3520 -5.1657 0.8996 0.0 0.0 0.0 0.2351
H -0.6881 -2.9945 1.9058 0.0 0.0 0.0 0.2439
H 0.9679 3.8047 2.2761 0.0 0.0 0.0 0.2478
H 1.5460 3.4393 4.6421 0.0 -0.1 0.0 0.2313
H 1.7472 2.0095 6.5815 0.0 0.0 0.0 0.2234
H 1.5763 -0.2150 7.6339 0.0 0.0 0.0 0.2315
H 0.8535 -2.1621 6.2760 0.0 0.0 0.0 0.2274
H 0.3266 -1.8992 3.8947 0.0 0.0 0.0 0.2240
Cl -2.5695 0.7333 -0.2789 -0.4 0.0 0.3 0.1229
C -3.4150 0.9329 -1.8013 0.0 0.0 0.0 0.0454
C -4.7611 0.6367 -1.8275 -0.1 0.0 0.1 -0.2378
C -5.4371 0.7914 -3.0241 -0.1 0.0 -0.1 -0.1835
C -4.7609 1.2291 -4.1519 -0.1 0.0 0.0 -0.2070
C -3.4085 1.5179 -4.0878 0.0 0.0 0.0 -0.0278
Cl -2.6112 2.0614 -5.5193 0.0 0.0 0.0 0.0536
C -2.6891 1.3787 -2.8943 0.1 0.0 0.0 -0.2576
S -0.9803 1.8047 -2.8263 0.0 0.0 0.2 -0.0185
H -5.2668 0.2934 -0.9342 0.0 0.0 0.0 0.2413
H -6.4943 0.5675 -3.0794 0.0 0.0 0.0 0.2389
H -5.2793 1.3519 -5.0945 0.0 0.0 0.1 0.2464
Cl 2.5426 -1.6665 -1.1700 0.0 0.1 0.1 0.0198
C 3.0024 -0.0030 -1.3982 -0.1 0.0 0.0 0.0555
C 2.0437 1.0119 -1.3050 0.2 0.0 -0.1 -0.4779
C 2.5272 2.3081 -1.5331 -0.1 -0.1 0.0 -0.0446
Cl 1.3798 3.6160 -1.5033 0.1 0.0 0.0 0.0987
C 3.8534 2.6039 -1.8112 0.0 0.1 0.0 -0.0854
Cl 4.3461 4.2252 -2.0681 0.1 0.0 0.0 0.0864
C 4.7703 1.5598 -1.8925 0.1 0.0 0.0 -0.0635
Cl 6.4095 1.8834 -2.2587 0.0 0.0 0.0 0.0981
C 4.3405 0.2492 -1.6931 0.0 -0.1 0.0 -0.1273
Cl 5.4589 -1.0431 -1.8245 0.1 0.0 0.0 0.0835